Record 1
DFT (ωB97M-V/def2-TZVPD) results for a gas-phase ion, C5H11N2S (charge +1) in a non-equilibrium geometry.

```
19
Properties=species:S:1:pos:R:3
H -2.399 1.123 -1.975
N 1.396 -0.765 1.117
H 0.579 -0.491 3.019
C -0.421 0.690 1.576
H -0.315 -1.428 1.923
H 0.212 1.630 1.946
H -0.291 1.472 -0.622
H -1.450 0.763 1.698
N 2.058 -0.175 -1.050
C 1.181 -0.188 -0.033
C 0.309 -0.581 2.070
S -1.279 -0.779 -0.708
H -1.296 0.435 -2.975
H 1.692 0.435 -1.723
H 2.789 -0.819 -0.943
H 2.105 -1.489 1.118
C -1.955 0.160 -2.134
H -2.726 -0.607 -2.370
C -0.189 0.614 0.068
```

Summary:
**HOMO energy**: -12.9 eV
**Kohn-Sham gap**: 9.9 eV
**Structure (SMILES)**: CS[C@H]1CCNC1=[NH2+]
**Relative energy (zero: lowest compared OMol25 entry of this formula, charge and spin)**: 1.237 eV
**Net charge**: +1


Record 2
DFT (ωB97M-V/def2-TZVPD) results for a single C5H11N3 molecule.

```
19
Properties=species:S:1:pos:R:3
H -2.816 0.489 0.659
C 1.230 1.570 -0.989
H 0.872 -1.214 2.635
H -1.266 -1.845 -1.902
H 2.195 1.236 -1.371
C -1.118 0.796 -0.166
H -0.426 -1.986 -0.441
C 0.933 -0.091 0.829
H -0.719 -0.951 1.860
H 0.384 -2.167 1.242
N -0.445 -1.584 -1.370
C 0.354 -1.160 1.676
C 0.470 0.370 -0.436
H 1.558 0.630 1.340
N -1.991 0.012 0.309
H -1.188 1.874 -0.308
N -0.102 -0.313 -1.546
H 0.679 2.022 -1.813
H 1.397 2.315 -0.210
```

Summary:
**HOMO energy (alpha / beta)**: -7.2 / -6.8 eV
**Kohn-Sham gap (alpha / beta)**: 7.8 / 7.2 eV
**Relative energy (zero: lowest compared OMol25 entry of this formula, charge and spin)**: 4.865 eV
**Net charge**: 0


Record 3
DFT (ωB97M-V/def2-TZVPD) results for 2 unconnected molecules or ions with the total composition C5H11N3 in a non-equilibrium geometry.

```
19
Properties=species:S:1:pos:R:3
H -4.834 -1.134 1.117
C 1.674 1.347 -0.045
H 3.500 -0.747 -0.487
N -2.081 -0.047 -0.128
H 0.598 -0.661 -1.564
C -3.242 -0.119 0.213
H 0.979 2.059 0.429
C -0.956 0.302 -0.558
C -4.452 -0.246 0.623
N 1.224 0.082 0.332
H 0.029 -1.553 -0.104
H 2.693 -1.993 0.331
H -5.184 0.548 0.496
C 0.272 -0.570 -0.512
N 2.932 -1.002 0.321
H -0.850 1.296 -0.992
H 3.347 -0.703 1.202
H 1.731 1.553 -1.120
H 2.619 1.587 0.448
```

Summary:
**HOMO energy**: -18.7 eV
**Kohn-Sham gap**: 8.6 eV
**Relative energy (zero: lowest compared OMol25 entry of this formula, charge and spin)**: 6.404 eV
**Net charge**: +2


Record 4
DFT (ωB97M-V/def2-TZVPD) results for a molecular structure, C5H11N3O in a non-equilibrium geometry.

```
20
Properties=species:S:1:pos:R:3
C -0.877 -0.327 -0.733
H -1.880 -0.775 1.709
H 1.409 -1.908 0.417
H -1.953 -0.337 -0.554
H 1.707 -0.775 1.736
H -0.086 2.610 2.159
H 1.179 1.655 1.874
H -1.021 -1.335 -2.647
N 0.487 2.238 1.402
N 0.017 1.769 -1.873
C -0.455 -1.409 -1.716
O -0.384 1.365 0.694
H -0.639 -2.383 -1.255
C -0.490 1.018 -1.044
N -0.904 -1.071 1.743
H 1.803 -0.218 0.046
C 1.273 -0.875 0.739
H 0.413 2.640 -1.522
H 0.604 -1.338 -1.970
C -0.204 -0.543 0.794
```

Summary:
**HOMO energy**: -8.4 eV
**Kohn-Sham gap**: 9.3 eV
**Relative energy (zero: lowest compared OMol25 entry of this formula, charge and spin)**: 5.171 eV
**Net charge**: 0


Record 5
DFT (ωB97M-V/def2-TZVPD) results for 2 unconnected molecules or ions with the total composition C5H11N3O in a non-equilibrium geometry.

```
20
Properties=species:S:1:pos:R:3
C -1.939 -0.446 0.828
H 1.311 1.044 0.790
C -0.275 1.872 -0.513
H -1.361 1.915 -0.534
H -3.472 -1.739 0.468
N -2.472 -1.625 0.438
H 2.411 0.414 -1.944
C 0.230 1.021 0.646
C -0.423 -0.476 0.767
H 1.058 -0.837 -1.792
N 2.508 -1.019 -0.403
C 1.977 -0.421 -1.398
O -2.579 0.519 1.192
H 0.053 1.490 -1.479
H -1.846 -2.410 0.366
H 0.080 2.897 -0.410
H 1.331 -1.454 0.590
N 0.194 -1.546 0.907
H -0.183 1.433 1.569
H 3.397 -0.632 -0.088
```

Summary:
**HOMO energy**: -8.6 eV
**Kohn-Sham gap**: 9.1 eV
**Structure (SMILES)**: [H]/N=C(\CC)C(N)=O.C=N
**Relative energy (zero: lowest compared OMol25 entry of this formula, charge and spin)**: 1.924 eV
**Net charge**: 0


Record 6
DFT (ωB97M-V/def2-TZVPD) results for a gas-phase ion, C5H11N3O (charge +2) in a non-equilibrium geometry.

```
20
Properties=species:S:1:pos:R:3
O 0.526 1.981 -2.376
H -1.692 -2.407 -2.095
N -1.594 -1.511 -1.637
H -0.467 -0.098 2.533
C 0.008 0.782 2.102
H 0.806 1.117 2.768
H 2.249 1.676 0.119
H 1.242 -0.262 0.869
H 0.817 2.600 0.551
N 0.298 -2.253 -0.602
C 1.145 1.654 0.081
H 0.159 -3.138 -1.072
H -2.282 -0.814 -1.871
H 0.936 -2.285 0.174
C -0.539 -0.001 -0.187
C 0.671 1.668 -1.298
H -1.461 0.546 -0.062
H -0.747 1.562 2.023
N 0.536 0.474 0.751
C -0.611 -1.290 -0.771
```

Summary:
**HOMO energy**: -17.4 eV
**Kohn-Sham gap**: 8.4 eV
**Relative energy (zero: lowest compared OMol25 entry of this formula, charge and spin)**: 1.596 eV
**Net charge**: +2


Record 7
DFT (ωB97M-V/def2-TZVPD) results for a single C5H11N3O2 molecule in a non-equilibrium geometry.

```
21
Properties=species:S:1:pos:R:3
H -3.423 -0.468 -0.209
C -1.298 -0.211 -0.440
N 2.882 1.273 -0.278
C -1.286 1.327 -0.474
C 1.402 -0.587 -0.315
H -1.933 1.724 -1.184
H 3.228 0.991 -1.226
H 1.800 -1.803 1.220
H -1.322 -0.505 -1.543
O -1.130 2.017 0.708
H -0.058 -1.896 0.506
N -0.126 2.148 -0.211
C -2.496 -0.712 0.347
C -0.079 -0.826 0.285
N 1.907 0.595 0.350
O 2.191 -1.586 0.297
H 1.527 -0.622 -1.437
H -2.526 -1.937 0.533
H 3.273 1.854 0.415
H -2.452 -0.267 1.272
H -0.080 -0.507 1.383
```

Summary:
**HOMO energy (alpha / beta)**: -9.0 / -7.1 eV
**Kohn-Sham gap (alpha / beta)**: 9.9 / 7.8 eV
**Relative energy (zero: lowest compared OMol25 entry of this formula, charge and spin)**: 7.880 eV
**Net charge**: 0


Record 8
DFT (ωB97M-V/def2-TZVPD) results for a single C5H11N3O2 molecule in a non-equilibrium geometry.

```
21
Properties=species:S:1:pos:R:3
N -1.514 0.592 1.184
N 1.714 1.030 -0.437
H -5.712 -0.044 0.441
H 1.802 -1.177 1.555
O -4.030 0.694 -1.256
H -1.434 0.754 -0.877
C -3.870 -0.198 -0.424
C 1.150 -0.003 -0.023
N -4.832 -0.541 0.452
H -1.344 -0.079 1.931
H -2.612 -1.740 0.444
H 0.018 -1.135 -1.374
O 1.991 -0.260 1.328
H 2.513 1.117 0.470
H -4.722 -1.301 1.111
H -0.826 1.334 1.283
C -2.572 -0.979 -0.349
H -0.053 -1.706 0.308
C -0.066 -0.804 -0.326
C -1.383 -0.042 -0.120
H -2.455 -1.504 -1.308
```

Summary:
**HOMO energy**: -9.8 eV
**Kohn-Sham gap**: 10.3 eV
**Structure (SMILES)**: [H]/N=C(\O)C[C@H](N)CC(N)=O
**Relative energy (zero: lowest compared OMol25 entry of this formula, charge and spin)**: 2.177 eV
**Net charge**: 0